w.
Formula: C10H16
Source: the Open Molecules 2025 dataset
Level of theory: ωB97M-V with the def2-TZVPD basis set

Atoms and positions in Å:
C -0.29 2.17 1.44
C 1.01 1.44 1.31
C 1.25 0.19 0.41
C 2.51 -0.27 0.32
C 2.71 -1.37 -0.51
C 1.68 -2.01 -1.15
C 0.42 -1.52 -1.10
C 0.13 -0.46 -0.24
H -0.92 2.17 0.50
H -0.03 3.23 1.65
H -0.77 1.92 2.48
H 1.90 2.27 1.11
H 1.32 1.01 2.35
H 3.44 0.19 0.55
H 3.84 -1.52 -0.68
H 1.95 -2.71 -1.96
H -0.24 -1.93 -1.75
H -0.87 -0.23 0.12
C -3.37 -0.29 -0.37
C -4.02 1.08 -0.44
H -4.00 -1.10 -0.92
H -2.42 -0.48 -0.83
H -3.15 -0.68 0.71
H -3.83 1.50 -1.39
H -3.38 1.78 0.08
H -4.98 0.89 0.01

## Properties
orbital gap = 9.87 eV
M = 136.2 g mol⁻¹
2S+1 = 1

Atom charges from the natural (NBO) analysis, given in e for atoms 1 to 5:
1 C -0.644
2 C -0.420
3 C 0.003
4 C -0.243
5 C -0.167

---

x.
Formula: C10H16
Source: the Open Molecules 2025 dataset
Level of theory: ωB97M-V with the def2-TZVPD basis set

Atoms and positions in Å:
C 1.37 1.81 1.01
C 1.11 0.51 0.19
C 0.74 -0.68 1.04
C 0.83 -0.68 2.45
C -0.03 -1.45 3.24
C -0.80 -2.41 2.63
C -0.91 -2.47 1.25
C -0.17 -1.62 0.49
H 2.43 1.90 1.22
H 0.77 1.81 1.91
H 1.06 2.64 0.37
H 0.53 0.56 -0.72
H 2.13 0.29 -0.20
H 1.66 -0.17 2.93
H 0.06 -1.53 4.31
H -1.21 -3.28 3.15
H -1.74 -3.00 0.78
H -0.17 -1.54 -0.60
C -1.73 1.41 -3.05
C -0.29 0.96 -3.30
H -1.80 2.48 -3.23
H -2.31 0.91 -3.82
H -1.97 1.15 -2.02
H -0.24 -0.14 -3.36
H 0.27 1.34 -4.16
H 0.41 1.20 -2.50

## Properties
orbital gap = 9.55 eV
M = 136.2 g mol⁻¹
2S+1 = 1

Atom charges from the natural (NBO) analysis, given in e for atoms 1 to 5:
1 C -0.608
2 C -0.425
3 C -0.013
4 C -0.220
5 C -0.214

---

Each structure's energy above the most stable one, in kcal/mol: w 29.5; x 0.0.

---

w.
Formula: C10H16
Source: the Open Molecules 2025 dataset
Level of theory: ωB97M-V with the def2-TZVPD basis set

Atoms and positions in Å:
C -0.92 -2.09 -0.76
C -1.12 -1.12 0.27
C -1.29 -1.45 1.69
C -1.58 -0.48 2.59
C -1.56 0.87 2.12
C -1.25 1.20 0.84
C -1.15 0.21 -0.17
H 0.27 -2.39 -0.67
H -1.08 -1.58 -1.74
H -1.52 -2.92 -0.61
H -1.06 -2.50 1.79
H -1.54 -0.56 3.66
H -1.55 1.59 2.83
H -0.98 2.16 0.68
H -1.17 0.63 -1.14
C 3.02 0.08 -1.00
C 2.84 1.15 -2.06
C 1.30 1.41 -2.06
H 2.15 -0.54 -1.06
H 3.96 -0.59 -1.01
H 3.08 0.52 0.07
H 3.26 0.82 -3.04
H 3.62 1.99 -2.00
H 0.91 1.64 -1.02
H 0.90 0.77 -2.76
H 0.94 2.30 -2.71

## Properties
orbital gap = 9.66 eV
M = 136.2 g mol⁻¹
2S+1 = 1

Atom charges from the natural (NBO) analysis, given in e for atoms 1 to 5:
1 C -0.621
2 C 0.002
3 C -0.227
4 C -0.200
5 C -0.219

---

x.
Formula: C10H16
Source: the Open Molecules 2025 dataset
Level of theory: ωB97M-V with the def2-TZVPD basis set

Atoms and positions in Å:
C -1.25 0.90 1.84
C -0.59 -0.29 1.18
C 0.79 -0.44 1.26
C 1.40 -1.64 0.93
C 0.62 -2.66 0.38
C -0.72 -2.46 0.13
C -1.33 -1.28 0.54
H -2.33 0.94 1.68
H -0.93 1.84 1.40
H -1.08 0.84 2.91
H 1.38 0.42 1.58
H 2.43 -1.83 1.15
H 1.07 -3.58 0.04
H -1.30 -3.16 -0.46
H -2.40 -1.16 0.45
C 0.33 2.74 -0.72
C 0.96 1.86 -1.77
C -0.09 1.46 -2.84
H -0.52 2.29 -0.21
H 0.01 3.74 -1.05
H 1.06 3.06 0.03
H 1.74 2.43 -2.27
H 1.31 0.94 -1.34
H -1.07 1.63 -2.42
H 0.00 2.05 -3.76
H 0.01 0.47 -3.29

## Properties
orbital gap = 10.08 eV
M = 136.2 g mol⁻¹
2S+1 = 1

Atom charges from the natural (NBO) analysis, given in e for atoms 1 to 5:
1 C -0.634
2 C -0.024
3 C -0.207
4 C -0.211
5 C -0.223

---

y.
Formula: C10H16
Source: the Open Molecules 2025 dataset
Level of theory: ωB97M-V with the def2-TZVPD basis set

Atoms and positions in Å:
C 1.71 2.01 -1.30
C 0.92 0.74 -1.55
C -0.46 0.81 -1.75
C -1.18 -0.35 -1.89
C -0.54 -1.59 -1.88
C 0.83 -1.64 -1.76
C 1.59 -0.47 -1.62
H 2.79 1.88 -1.30
H 1.45 2.35 -0.30
H 1.44 2.85 -1.95
H -0.87 1.81 -1.86
H -2.24 -0.25 -2.09
H -1.14 -2.49 -1.93
H 1.39 -2.56 -1.78
H 2.65 -0.66 -1.54
C -1.00 0.99 1.64
C -0.80 -0.54 1.75
C -0.47 -1.09 3.14
H -0.25 1.35 0.94
H -0.81 1.40 2.64
H -2.02 1.24 1.38
H -1.73 -1.04 1.46
H -0.12 -1.00 1.02
H 0.61 -1.14 3.33
H -0.91 -0.49 3.95
H -0.83 -2.11 3.23

## Properties
orbital gap = 10.09 eV
M = 136.2 g mol⁻¹
2S+1 = 1

Atom charges from the natural (NBO) analysis, given in e for atoms 1 to 5:
1 C -0.634
2 C -0.001
3 C -0.228
4 C -0.189
5 C -0.237

---

Each structure's energy above the most stable one, in kcal/mol: w 52.9; x 2.4; y 0.0.

---

w.
Formula: CH10NO4
Source: the Open Molecules 2025 dataset
Level of theory: ωB97M-V with the def2-TZVPD basis set

Atoms and positions in Å:
N 0.75 -1.76 -1.06
C -0.43 -0.87 -1.08
O -0.43 -0.12 0.01
H 1.54 -1.15 -1.12
H 0.90 -2.23 -0.14
H -0.47 -0.37 -2.02
H -1.26 -1.66 -0.98
H 0.47 -0.01 1.11
H -0.14 1.01 2.26
O 0.54 0.30 2.11
H 1.09 0.56 -0.37
H 2.18 1.79 -0.34
O 1.75 1.15 -0.85
H -1.72 0.47 0.76
H -2.34 1.80 0.55
O -2.41 1.09 1.16

## Properties
orbital gap = 8.72 eV
M = 100.1 g mol⁻¹
2S+1 = 1
net charge = -1

Atom charges from the natural (NBO) analysis, given in e for atoms 1 to 5:
1 N -0.892
2 C 0.123
3 O -0.921
4 H 0.344
5 H 0.343

---

x.
Formula: CH10NO4
Source: the Open Molecules 2025 dataset
Level of theory: ωB97M-V with the def2-TZVPD basis set

Atoms and positions in Å:
N -0.05 0.93 -1.93
C -1.28 0.52 -1.11
O -0.97 0.22 0.19
H 0.11 1.83 -1.46
H 0.67 0.33 -1.54
H -2.02 1.33 -1.11
H -1.59 -0.42 -1.61
H -0.38 -2.28 1.63
H -0.36 -0.87 0.73
O 0.20 -1.70 1.13
H 2.59 -2.67 -1.03
H 1.93 -1.77 -0.01
O 2.76 -1.88 -0.50
H -0.81 1.57 1.11
H -0.64 1.78 2.57
O -0.94 2.30 1.83

## Properties
orbital gap = 8.60 eV
M = 100.1 g mol⁻¹
2S+1 = 1
net charge = -1

Atom charges from the natural (NBO) analysis, given in e for atoms 1 to 5:
1 N -0.885
2 C 0.112
3 O -0.927
4 H 0.331
5 H 0.351

---

y.
Formula: CH10NO4
Source: the Open Molecules 2025 dataset
Level of theory: ωB97M-V with the def2-TZVPD basis set

Atoms and positions in Å:
N 2.18 -1.57 -0.19
C 0.90 -1.60 0.55
O 0.14 -0.53 0.16
H 2.00 -1.87 -1.16
H 2.46 -0.60 -0.26
H 0.18 -2.45 0.54
H 1.20 -1.65 1.62
H 0.01 1.64 2.10
H -0.35 0.42 1.38
O -0.76 1.04 2.09
H -0.64 0.03 -1.38
H -0.60 0.83 -2.70
O -1.21 0.38 -2.12
H -1.30 1.75 -0.78
H -2.12 1.98 0.54
O -2.08 2.18 -0.40

## Properties
orbital gap = 8.10 eV
M = 100.1 g mol⁻¹
2S+1 = 1
net charge = -1

Atom charges from the natural (NBO) analysis, given in e for atoms 1 to 5:
1 N -0.893
2 C 0.103
3 O -0.998
4 H 0.332
5 H 0.351

---

Each structure's energy above the most stable one, in kcal/mol: w 14.2; x 0.0; y 10.1.

---

w.
Formula: C2H6N4
Source: the Open Molecules 2025 dataset
Level of theory: ωB97M-V with the def2-TZVPD basis set

Atoms and positions in Å:
C 0.36 -0.20 0.09
C -1.48 1.07 -0.62
N -0.14 -0.82 1.11
N 1.66 -0.74 0.21
N 1.01 -1.62 1.27
N -0.14 0.47 -0.97
H -2.11 0.21 -0.16
H -1.54 1.85 0.24
H -1.84 1.53 -1.65
H 2.23 -1.25 -0.46
H 1.39 -1.58 2.27
H 0.60 1.07 -1.32

## Properties
orbital gap = 9.30 eV
M = 86.1 g mol⁻¹
2S+1 = 1

Atom charges from the natural (NBO) analysis, given in e for atoms 1 to 5:
1 C 0.470
2 C -0.445
3 N -0.392
4 N -0.502
5 N -0.294

---

x.
Formula: C2H6N4
Source: the Open Molecules 2025 dataset
Level of theory: ωB97M-V with the def2-TZVPD basis set

Atoms and positions in Å:
C -0.53 -0.07 1.14
C 0.90 -0.56 0.66
N 1.35 0.78 -2.11
N 0.29 1.00 -1.80
N -1.45 -0.87 1.36
N -0.79 1.11 -1.38
H -0.87 0.91 1.38
H 1.43 0.44 0.52
H 0.83 -0.99 -0.30
H 1.45 -1.18 1.28
H -1.02 -1.82 1.31
H -1.59 1.25 -2.06

## Properties
orbital gap = 10.59 eV
M = 86.1 g mol⁻¹
2S+1 = 1

Atom charges from the natural (NBO) analysis, given in e for atoms 1 to 5:
1 C 0.139
2 C -0.689
3 N -0.111
4 N 0.256
5 N -0.607

---

Each structure's energy above the most stable one, in kcal/mol: w 1.6; x 0.0.

---

w.
Formula: C2H6N4
Source: the Open Molecules 2025 dataset
Level of theory: ωB97M-V with the def2-TZVPD basis set

Atoms and positions in Å:
C -0.03 0.08 -1.06
C -0.44 -0.75 1.03
N 2.15 4.12 -0.07
N 1.22 3.56 0.17
N 0.23 3.18 0.69
N -0.43 0.39 0.12
H 0.26 -1.01 -1.26
H 0.08 0.79 -1.78
H -1.55 -1.01 1.28
H 0.06 -1.64 0.54
H 0.07 -0.39 2.05
H -0.41 2.40 0.40

## Properties
orbital gap = 10.35 eV
M = 86.1 g mol⁻¹
2S+1 = 1

Atom charges from the natural (NBO) analysis, given in e for atoms 1 to 5:
1 C -0.046
2 C -0.449
3 N -0.130
4 N 0.255
5 N -0.575

---

x.
Formula: C2H6N4
Source: the Open Molecules 2025 dataset
Level of theory: ωB97M-V with the def2-TZVPD basis set

Atoms and positions in Å:
C 0.19 -1.40 -0.61
C -0.76 -0.41 -0.51
N 1.40 -1.09 -0.10
N 1.66 0.15 0.18
N -0.27 0.88 -0.37
N -1.02 1.83 0.16
H 0.17 -2.52 -0.64
H -1.84 -0.70 -0.58
H 1.80 -1.89 0.51
H 2.20 0.04 1.00
H -1.96 1.57 0.20
H -0.91 2.73 -0.25

## Properties
orbital gap (spin up / spin down) = 8.09 / 8.09 eV
M = 86.1 g mol⁻¹
2S+1 = 1

Atom charges from the natural (NBO) analysis, given in e for atoms 1 to 5:
1 C -0.118
2 C -0.152
3 N -0.267
4 N -0.423
5 N -0.180

---

Each structure's energy above the most stable one, in kcal/mol: w 0.0; x 40.8.

---

w.
Formula: C3H13N2Si
Source: the Open Molecules 2025 dataset
Level of theory: ωB97M-V with the def2-TZVPD basis set

Atoms and positions in Å:
C 0.95 -2.23 0.06
C -2.18 -1.54 0.14
C 1.35 1.84 -0.80
N 0.21 0.75 -0.47
N 0.83 2.96 0.10
Si -0.41 -1.07 0.67
H 0.58 -3.24 -0.25
H 1.47 -1.76 -0.77
H 1.75 -2.47 0.68
H -2.79 -1.08 0.97
H -2.63 -1.41 -0.87
H -2.28 -2.73 0.15
H 2.18 1.31 -0.29
H -0.74 1.06 -0.60
H 0.27 0.24 -1.35
H 1.37 3.83 -0.15
H 0.76 2.62 1.14
H -0.20 3.08 -0.27
H -0.48 -0.15 1.90

## Properties
orbital gap = 8.22 eV
M = 105.2 g mol⁻¹
2S+1 = 1
net charge = +1

Atom charges from the natural (NBO) analysis, given in e for atoms 1 to 5:
1 C -1.141
2 C -1.183
3 C -0.256
4 N -0.928
5 N -0.756

---

x.
Formula: C3H13N2Si
Source: the Open Molecules 2025 dataset
Level of theory: ωB97M-V with the def2-TZVPD basis set

Atoms and positions in Å:
C 0.96 1.90 -0.05
C -1.51 0.07 -1.42
C -0.16 -0.48 1.29
N 1.72 -1.22 -0.26
N -0.96 -1.48 1.53
Si -0.73 0.99 0.04
H 0.67 3.05 -0.16
H 1.54 1.68 0.87
H 1.53 1.67 -1.01
H -1.61 0.76 -2.40
H -0.88 -0.71 -1.86
H -2.50 -0.26 -1.25
H 0.52 -0.31 2.16
H 2.12 -0.29 -0.72
H 1.23 -1.74 -1.00
H -1.95 -1.48 1.19
H -0.80 -2.24 2.12
H 2.43 -1.79 0.16
H -1.63 1.87 0.78

## Properties
orbital gap = 10.32 eV
M = 105.2 g mol⁻¹
2S+1 = 1
net charge = +1

Atom charges from the natural (NBO) analysis, given in e for atoms 1 to 5:
1 C -1.103
2 C -1.130
3 C -0.021
4 N -1.053
5 N -0.674

---

Each structure's energy above the most stable one, in kcal/mol: w 62.3; x 0.0.